The following is a quantum chemistry calculation of C6H4N4O as an isolated structure, from the Open Molecules 2025 dataset.

Geometry as XYZ:
```
15
C6H4N4O ωB97M-V/def2-TZVPD
C 0.414 -0.392 1.103
C -0.301 -0.040 -1.090
C -0.186 0.514 -2.599
C 0.390 1.819 -2.377
C -0.965 -0.098 1.101
C -1.683 -0.755 2.182
H 2.567 -1.441 1.621
H 1.067 -1.355 2.777
H 0.039 -0.262 -3.236
H -1.263 1.079 -2.551
N 1.320 -1.074 1.930
N 0.826 3.009 -1.648
N -1.348 -0.038 -0.357
N -1.782 -0.898 3.436
O 0.905 -0.068 -0.293
```

Calculated values
Relative energy (zero: lowest compared OMol25 entry of this formula, charge and spin), eV: 8.319
LUMO, hartree: -0.015
Maximum force, eV/Å: 15.2
HOMO-LUMO gap, Ha: 0.31834
Electronic energy, hartree: -524.96610
M, g mol⁻¹: 148.12

In elementary charge units, the Löwdin charges are:
1 C -0.1888
2 C -0.3103
3 C -0.0869
4 C -0.1311
5 C -0.1880
6 C -0.1334
7 H 0.3041
8 H -0.0001
9 H 0.0827
10 H 0.1878
11 N 0.1310
12 N 0.0914
13 N 0.1363
14 N 0.1081
15 O -0.0025